{
  "formula": "C6H15AsN",
  "method": "ωB97M-V/def2-TZVPD",
  "multiplicity": 1,
  "total_energy_ha": -2527.94173,
  "homo_lumo_gap_ev": 7.43,
  "total_charge": -1,
  "species": ["C", "C", "C", "As", "C", "C", "C", "N", "H", "H", "H", "H", "H", "H", "H", "H", "H", "H", "H", "H", "H", "H", "H"],
  "xyz": [[2.769, 1.016, 1.332], [2.044, 0.122, 0.641], [1.442, 0.401, -0.698], [0.161, -1.078, -1.353], [-1.011, -1.042, 0.377], [-2.062, 0.010, 0.485], [-1.686, 1.460, 0.307], [-3.292, -0.221, 0.750], [3.420, 1.689, 0.781], [2.679, 1.110, 2.410], [1.861, -0.867, 1.070], [1.024, 1.408, -0.716], [2.234, 0.399, -1.461], [1.152, -2.138, -0.642], [-0.748, -2.286, -1.855], [-0.783, -0.016, -2.076], [1.018, -1.222, -2.701], [-1.512, -2.017, 0.386], [-0.399, -0.998, 1.285], [-0.635, 1.656, 0.505], [-2.279, 2.047, 1.013], [-1.970, 1.791, -0.692], [-3.427, -1.226, 0.854]],
  "lowdin_charge": [-0.0635, -0.3113, -0.4254, 0.5249, -0.3547, -0.5370, -0.0839, 0.0711, 0.0347, 0.0273, 0.0585, 0.0357, 0.0463, -0.0524, -0.0914, -0.0584, -0.1036, 0.0356, 0.0522, 0.0462, 0.0626, 0.0673, 0.0193]
}